Version A
C3HNO2 | the ωB97M-V functional and the def2-TZVPD basis

The calculation puts the LUMO energy at -1.066 eV. The total charge is 0. Its spin multiplicity is 1. For the HOMO-LUMO gap, the calculation gives 9.02 eV.

Last column: natural (NBO) charge in e.
Geometry (Å):
O 0.7476 0.1554 -1.7089  -0.563
C 0.5920 0.5469 -0.4767  0.224
C 0.1306 -0.4151 0.5215  0.315
O 0.8908 -1.2134 1.0287  -0.452
C -1.2287 -0.1428 1.0335  0.161
N -2.3137 0.0605 1.3788  -0.225
H 1.1128 1.0699 -1.8419  0.541

=====

Version B
C3HNO2 | the ωB97M-V functional and the def2-TZVPD basis

The calculation puts the LUMO energy at -1.480 eV. The total charge is 0. Its spin multiplicity is 1. For the HOMO-LUMO gap, the calculation gives 8.83 eV.

Last column: natural (NBO) charge in e.
Geometry (Å):
O 1.4882 1.2305 -1.2641  -0.466
C 1.2554 0.8009 -0.1931  0.635
C -0.5407 -0.0921 0.2985  0.218
O 0.6291 -0.5191 -0.0574  -0.451
C -1.5952 -1.0526 0.2233  0.099
N -2.6252 -1.5897 0.2035  -0.201
H 1.3993 1.2348 0.7993  0.166

=====

Version C
C3HNO2 | the ωB97M-V functional and the def2-TZVPD basis

The calculation puts the LUMO energy at -0.581 eV. The total charge is 0. Its spin multiplicity is 1. For the HOMO-LUMO gap, the calculation gives 9.49 eV.

Last column: natural (NBO) charge in e.
Geometry (Å):
C -1.6551 0.9073 -0.4916  -0.177
C -0.9852 0.1377 0.1126  0.091
C 1.4266 -0.7738 0.2829  0.915
N 0.1093 -0.3484 0.7157  -0.248
O 2.0244 -1.7415 -0.0316  -0.490
O 1.4338 0.5059 0.6430  -0.342
H -2.3539 1.3128 -1.2311  0.252

=====

Quick one: most stable of them? version B

=====

Version A
C3H5N3 | the ωB97M-V functional and the def2-TZVPD basis

The calculation puts the LUMO energy at 0.847 eV. The total charge is 0. Its spin multiplicity is 1. For the HOMO-LUMO gap, the calculation gives 9.58 eV.

Last column: natural (NBO) charge in e.
Geometry (Å):
N -1.6499 -0.6630 -0.1718  -0.814
C -0.3297 -0.1279 -0.0023  -0.170
C 0.8485 -0.9774 -0.2263  0.118
N 2.0272 -0.5155 -0.0789  -0.643
N 0.1002 2.2310 0.8445  -0.603
C -0.1035 1.1200 0.3857  0.481
H -2.1821 -0.1543 -0.8693  0.369
H -2.1793 -0.6545 0.6935  0.370
H 0.6007 -2.0110 -0.5013  0.169
H 2.7264 -1.2366 -0.2422  0.340
H 0.1416 2.9892 0.1684  0.384

=====

Version B
C3H5N3 | the ωB97M-V functional and the def2-TZVPD basis

The calculation puts the LUMO energy at 0.872 eV. The total charge is 0. Its spin multiplicity is 1. For the HOMO-LUMO gap, the calculation gives 10.85 eV.

Last column: natural (NBO) charge in e.
Geometry (Å):
C 0.9766 1.2196 -0.5368  -0.407
N -0.0181 0.1784 -0.2126  -0.195
C 0.3199 -1.0685 0.1633  0.184
N -0.6958 -1.7237 0.6674  -0.487
C -1.6934 -0.8075 0.6007  0.133
N -1.3535 0.3665 0.0853  -0.285
H 1.0737 1.4629 -1.6023  0.213
H 0.7492 2.1327 0.0128  0.226
H 1.9641 0.8733 -0.2010  0.214
H 1.3203 -1.4670 0.0943  0.200
H -2.6735 -1.0764 0.9922  0.203

=====

Quick one: most stable of them? version B

=====

Version A
C3H5N3 | the ωB97M-V functional and the def2-TZVPD basis

The calculation puts the LUMO energy at 0.573 eV. The total charge is 0. Its spin multiplicity is 1. For the HOMO-LUMO gap, the calculation gives 9.48 eV.

Last column: natural (NBO) charge in e.
Geometry (Å):
C -1.6781 -0.2865 -0.2963  -0.404
N -0.5022 -1.1464 -0.1550  -0.582
C 0.7099 -0.6500 -0.1730  0.207
N 2.1522 1.8389 0.6943  -0.331
C 1.8640 -0.2104 -0.1358  -0.057
N 2.4506 0.6312 0.7876  -0.129
H -2.0047 0.1076 0.6742  0.199
H -2.4955 -0.8549 -0.7455  0.207
H -1.4298 0.5578 -0.9433  0.219
H -0.6136 -1.9587 0.4367  0.400
H 1.5473 1.9713 -0.1441  0.269

=====

Version B
C3H5N3 | the ωB97M-V functional and the def2-TZVPD basis

The calculation puts the LUMO energy at -0.288 eV. The total charge is 0. Its spin multiplicity is 1. For the HOMO-LUMO gap, the calculation gives 7.64 eV.

Last column: Löwdin charge in e.
Geometry (Å):
N -1.7218 -0.5722 -0.2422  0.037
C -0.4260 -0.0460 -0.0424  -0.347
C 0.7837 -0.8412 -0.1710  -0.220
N 1.9436 -0.3361 0.0373  0.057
N 0.9753 1.9577 0.4807  0.237
C 0.0121 1.2018 0.2986  -0.273
H -2.3338 0.0300 -0.7772  0.072
H -2.1891 -0.8561 0.6109  0.073
H 0.5973 -1.8859 -0.4448  0.121
H 2.6955 -1.0066 -0.0908  0.048
H -0.3367 2.3545 0.3409  0.194

=====

Version C
C3H5N3 | the ωB97M-V functional and the def2-TZVPD basis

The calculation puts the LUMO energy at 0.687 eV. The total charge is 0. Its spin multiplicity is 1. For the HOMO-LUMO gap, the calculation gives 9.32 eV.

Last column: natural (NBO) charge in e.
Geometry (Å):
C -1.0241 0.7004 0.3084  -0.294
C -1.1049 -0.6951 -0.2534  0.031
C 1.2408 0.5019 0.2960  0.291
H -1.5183 0.9131 1.2604  0.213
H -1.7018 1.3468 -0.3805  0.202
H -1.9451 -1.3085 -0.4082  0.205
H 2.2145 -1.1480 -0.6392  0.370
H 2.3620 0.6641 0.0119  0.158
N 0.0240 -1.3036 -0.5487  -0.250
N 1.2158 -0.8228 0.0384  -0.456
N 0.2371 1.1518 0.3149  -0.470

=====

Version D
C3H5N3 | the ωB97M-V functional and the def2-TZVPD basis

The calculation puts the LUMO energy at 0.590 eV. The total charge is 0. Its spin multiplicity is 1. For the HOMO-LUMO gap, the calculation gives 8.53 eV.

Last column: natural (NBO) charge in e.
Geometry (Å):
N -1.9988 -0.3368 -0.5216  -0.800
C -0.7601 -0.0756 -0.2384  0.022
C 0.4716 -0.8567 -0.0100  -0.083
N 1.5116 -0.0020 -0.0075  -0.318
N 1.1526 1.2869 0.0466  -0.235
C -0.1627 1.2781 -0.0022  -0.052
H -0.4564 0.0063 1.0815  0.253
H -2.1559 -1.3430 -0.4949  0.325
H 0.6384 -1.9272 -0.0534  0.238
H 2.4811 -0.2326 0.1613  0.415
H -0.7214 2.2026 0.0387  0.235

=====

Quick one: most stable of them? version C

=====

Version A
C3H5N3 | the ωB97M-V functional and the def2-TZVPD basis

The calculation puts the LUMO energy at 0.297 eV. The total charge is 0. Its spin multiplicity is 1. For the HOMO-LUMO gap, the calculation gives 8.73 eV.

Last column: natural (NBO) charge in e.
Geometry (Å):
N 0.8022 1.8615 -1.3282  -0.785
C 0.0207 0.1376 -0.2163  0.488
N -1.0021 0.0981 0.4961  -0.398
N -0.8990 -0.9976 1.3545  -0.388
C -0.2333 -2.0414 0.9289  -0.129
C 0.9703 0.4543 -1.0502  -0.262
H -0.1516 2.0084 -1.6438  0.362
H 1.0238 2.4985 -0.5771  0.374
H -1.5716 -0.9405 2.1106  0.388
H -0.4284 -2.8466 1.6537  0.118
H 1.4690 -0.2324 -1.7282  0.233

=====

Version B
C3H5N3 | the ωB97M-V functional and the def2-TZVPD basis

The calculation puts the LUMO energy at 1.148 eV. The total charge is 0. Its spin multiplicity is 1. For the HOMO-LUMO gap, the calculation gives 10.95 eV.

Last column: natural (NBO) charge in e.
Geometry (Å):
C -1.7770 0.1651 0.1482  -0.407
N -0.3420 0.0770 0.2835  0.000
N 0.4198 1.0929 -0.0880  -0.238
C 1.6102 0.5388 -0.2759  -0.104
C 1.5067 -0.8359 -0.0163  -0.105
N 0.2518 -1.1042 0.3229  -0.237
H -2.2435 -0.6175 0.7442  0.225
H -2.0203 0.0172 -0.9069  0.208
H -2.1012 1.1534 0.4676  0.224
H 2.4496 1.1336 -0.6034  0.217
H 2.2459 -1.6205 -0.0759  0.217

=====

Quick one: most stable of them? version B

=====

Version A
C3H5N3 | the ωB97M-V functional and the def2-TZVPD basis

The calculation puts the LUMO energy at 1.098 eV. The total charge is 0. Its spin multiplicity is 1. For the HOMO-LUMO gap, the calculation gives 9.35 eV.

Last column: natural (NBO) charge in e.
Geometry (Å):
N -0.3874 0.5099 1.7042  -0.827
C 0.0489 0.0865 0.4318  0.029
C -0.8407 0.1966 -0.5900  -0.112
N -0.1864 -0.1859 -1.7250  -0.329
N 1.0888 -0.5239 -1.4766  -0.252
C 1.2456 -0.3780 -0.1627  -0.100
H 0.3173 0.5898 2.4057  0.373
H -1.1688 -0.0071 2.0820  0.372
H -1.8258 0.5310 -0.2836  0.227
H -0.4915 -0.2211 -2.6860  0.410
H 2.1999 -0.5976 0.3002  0.208

=====

Version B
C3H5N3 | the ωB97M-V functional and the def2-TZVPD basis

The calculation puts the LUMO energy at 0.983 eV. The total charge is 0. Its spin multiplicity is 1. For the HOMO-LUMO gap, the calculation gives 9.96 eV.

Last column: natural (NBO) charge in e.
Geometry (Å):
N -1.2108 1.6217 0.2166  -0.705
C -0.4876 0.5847 0.0798  0.427
C -0.6467 -0.9428 -0.0264  -0.342
N 0.7090 -1.4873 -0.1686  -0.447
C 1.4953 -0.4820 -0.1488  0.256
N 0.8834 0.7463 -0.0117  -0.623
H -2.2059 1.4467 0.2785  0.348
H -1.1194 -1.3734 0.8641  0.232
H -1.2516 -1.2388 -0.8915  0.232
H 2.5768 -0.5538 -0.2328  0.198
H 1.2576 1.6787 0.0408  0.425

=====

Quick one: most stable of them? version B

=====

Version A
H8O4 | the ωB97M-V functional and the def2-TZVPD basis

The calculation puts the LUMO energy at 0.301 eV. The total charge is 0. Its spin multiplicity is 1. For the HOMO-LUMO gap, the calculation gives 11.19 eV.

Last column: natural (NBO) charge in e.
Geometry (Å):
O 0.9634 -2.2653 2.1167  -0.944
H 0.4175 -2.2263 2.9073  0.467
H 0.4552 -1.7814 1.4550  0.477
O -2.2767 -0.3944 0.9715  -0.967
H -2.1360 -0.1493 1.8896  0.458
H -1.4593 -0.1319 0.5100  0.492
O 0.1713 0.0523 -0.3136  -0.980
H 1.0869 0.1465 -0.0349  0.484
H 0.1040 0.5814 -1.1207  0.505
O 0.8833 1.6766 -2.7004  -0.954
H 1.6497 2.2578 -2.7248  0.482
H 0.1406 2.2341 -2.9556  0.479

=====

Version B
H8O4 | the ωB97M-V functional and the def2-TZVPD basis

The calculation puts the LUMO energy at 0.136 eV. The total charge is 0. Its spin multiplicity is 1. For the HOMO-LUMO gap, the calculation gives 10.52 eV.

Last column: natural (NBO) charge in e.
Geometry (Å):
O 55.4510 30.1480 19.1250  -0.952
H 54.7830 30.7870 19.4000  0.475
H 56.3150 30.7100 19.0770  0.470
O 52.6680 29.1970 18.4290  -0.939
H 53.1940 28.4940 18.7050  0.472
H 52.8650 29.8500 19.1370  0.485
O 53.1100 31.5450 20.2000  -0.966
H 52.7160 31.7740 21.0170  0.492
H 53.2530 32.3540 19.6900  0.490
O 50.0980 28.2740 18.1210  -0.965
H 50.9260 28.6950 18.5590  0.489
H 49.7590 27.8170 18.9210  0.448

=====

Version C
H8O4 | the ωB97M-V functional and the def2-TZVPD basis

The calculation puts the LUMO energy at 0.267 eV. The total charge is 0. Its spin multiplicity is 1. For the HOMO-LUMO gap, the calculation gives 11.01 eV.

Last column: natural (NBO) charge in e.
Geometry (Å):
O -0.7897 -1.2267 1.0882  -0.947
H -0.6927 -0.3587 0.7632  0.477
H 0.0453 -1.5987 0.8012  0.445
O -0.7267 -0.0827 -2.2498  -0.961
H -1.6637 -0.1567 -2.4988  0.489
H -0.2197 -0.4877 -2.9208  0.484
O -0.2047 1.1743 0.2082  -0.970
H -0.3317 0.9673 -0.7058  0.501
H -0.4827 2.0653 0.2952  0.486
O 1.9423 0.1353 1.9082  -0.944
H 1.6813 -0.6977 2.2182  0.461
H 1.4423 0.2663 1.0922  0.477

=====

Quick one: most stable of them? version A